No. 1
86
Properties=species:S:1:pos:R:3:forces:R:3:mulliken_charge:R:1 method="wB97M-V/def2-TZVPD" e_above_lowest_ev=0.8380 multiplicity=1 total_charge=+1
Ba -0.418 0.499 0.343 2.096 -0.948 2.844 1.565
C -3.822 -2.637 1.696 -0.054 -0.087 0.024 -1.667
C -2.289 -2.593 1.680 -0.006 -0.018 -0.045 1.703
C -1.722 -4.011 1.723 -0.054 -0.131 -0.041 -1.935
C -1.788 -1.674 2.807 0.260 0.102 -0.034 -0.472
C -1.613 -2.317 4.188 0.446 0.178 0.003 -0.372
O -0.293 -1.869 4.628 -0.418 -0.029 -0.359 -0.467
C 0.251 -1.190 3.593 0.139 -0.023 0.419 0.095
N -0.452 -1.053 2.542 -0.337 -0.687 0.402 0.683
C 1.607 -0.642 3.895 -0.188 -0.094 -0.148 0.102
C 1.894 -0.489 5.254 -0.146 -0.043 -0.020 -0.778
C 3.128 -0.037 5.677 0.091 0.034 0.113 -0.803
C 4.108 0.225 4.737 0.105 0.031 -0.027 -0.821
C 3.834 0.068 3.385 -0.099 -0.028 0.001 -0.405
C 2.580 -0.331 2.922 -0.059 -0.115 -0.008 0.965
P 2.274 -0.661 1.102 1.546 -0.645 0.653 0.681
C 2.945 -2.383 1.106 0.017 0.074 -0.034 -0.133
C 2.017 -3.416 1.190 0.067 -0.046 -0.097 -0.203
C 2.423 -4.740 1.324 -0.022 -0.005 -0.006 -0.579
C 3.777 -5.041 1.364 0.089 0.065 -0.016 -0.528
C 4.719 -4.015 1.267 -0.075 -0.009 0.002 -0.690
C 4.306 -2.694 1.141 0.037 -0.046 0.063 -0.132
C 3.590 0.267 0.203 0.022 0.144 0.012 0.619
C 4.057 1.534 0.569 0.025 -0.082 -0.078 -0.299
C 5.039 2.182 -0.180 -0.129 -0.003 0.138 -1.125
C 5.538 1.594 -1.332 0.083 -0.074 -0.144 -0.416
C 5.023 0.370 -1.752 -0.040 0.030 0.050 -1.012
C 4.056 -0.284 -0.996 0.090 0.038 0.010 -0.854
H -4.204 -3.334 0.940 0.104 0.134 0.136 0.404
H -4.252 -1.651 1.499 0.102 -0.115 0.038 0.312
H -4.185 -2.985 2.673 0.054 0.039 -0.151 0.368
H -1.982 -2.122 0.735 -0.042 -0.085 0.100 -0.241
H -2.168 -4.586 2.542 0.040 0.037 -0.128 0.427
H -0.638 -4.046 1.849 -0.089 0.065 0.048 0.350
H -1.964 -4.538 0.796 0.027 0.060 0.097 0.471
H -2.499 -0.855 2.868 -0.071 0.194 0.003 0.299
H -1.600 -3.400 4.166 0.069 -0.135 0.024 0.269
H -2.340 -1.985 4.917 -0.067 0.097 0.144 0.304
H 1.134 -0.741 5.985 0.093 0.037 -0.111 0.526
H 3.329 0.084 6.737 -0.016 -0.015 -0.123 0.400
H 5.098 0.537 5.051 -0.091 -0.017 -0.053 0.451
H 4.629 0.235 2.680 0.122 0.079 -0.146 0.473
H 0.967 -3.172 1.141 -0.087 0.005 -0.011 0.263
H 1.682 -5.534 1.389 0.130 0.148 -0.017 0.474
H 4.103 -6.072 1.463 -0.032 0.155 -0.006 0.389
H 5.781 -4.247 1.296 -0.180 0.039 -0.016 0.414
H 5.053 -1.907 1.071 -0.094 -0.069 0.013 0.321
H 3.668 2.021 1.453 0.012 0.001 0.111 0.612
H 5.416 3.151 0.138 -0.080 -0.150 -0.026 0.487
H 6.312 2.097 -1.909 -0.171 -0.113 0.108 0.477
H 5.387 -0.085 -2.667 -0.032 0.025 0.082 0.459
H 3.674 -1.242 -1.332 0.036 0.039 0.010 0.574
F 4.683 2.947 -5.098 0.138 -0.003 -0.183 -0.333
C 3.744 3.002 -4.165 0.343 0.322 0.243 0.186
C 2.621 2.314 -4.267 -1.098 -0.508 0.243 0.047
N 1.637 2.331 -3.271 0.117 -0.005 -0.296 0.238
C 0.331 1.682 -3.462 0.660 0.226 -0.094 -0.838
C -0.099 0.934 -2.222 -0.405 -0.257 -0.226 0.865
O -1.280 1.164 -1.788 0.603 -0.028 -1.816 -0.985
O 0.722 0.141 -1.677 -0.028 0.344 -2.184 -0.900
C 1.817 3.051 -2.114 -0.343 -0.314 0.225 0.340
O 0.995 3.047 -1.195 0.385 0.137 -0.442 -0.698
N 2.980 3.769 -2.060 -0.010 -0.048 -0.324 0.097
C 4.012 3.837 -3.004 0.239 0.238 0.241 0.258
O 4.998 4.512 -2.824 -0.282 -0.177 0.018 -0.608
H 2.431 1.692 -5.130 -0.084 -0.025 0.022 0.410
H 0.421 0.965 -4.276 0.043 -0.002 -0.058 0.322
H -0.427 2.413 -3.710 -0.109 0.185 -0.074 0.284
H 3.137 4.273 -1.208 0.071 0.210 0.346 0.288
O -2.868 0.358 0.578 -1.156 1.079 0.075 -0.720
C -2.751 1.601 0.551 -0.365 0.594 0.835 0.622
O -1.860 2.275 1.182 -1.671 0.375 -0.276 -0.983
C -3.640 2.399 -0.386 -0.192 0.152 -0.133 0.148
N -3.147 3.851 -0.424 -0.734 -0.533 -0.288 0.039
C -4.309 4.752 -0.064 0.148 -0.345 0.027 -0.647
C -5.529 3.900 -0.370 0.091 -0.230 -0.094 -0.610
C -5.101 2.484 0.053 -0.085 0.383 -0.045 -0.893
H -3.517 1.976 -1.377 -0.041 0.013 -0.149 0.309
H -2.734 4.069 -1.326 -0.071 -0.026 -0.128 0.364
H -2.395 3.850 0.255 0.644 0.068 0.705 0.250
H -4.245 5.678 -0.618 0.054 0.154 -0.149 0.405
H -4.226 4.969 0.995 0.031 -0.007 0.130 0.297
H -5.737 3.922 -1.442 -0.035 0.008 0.031 0.304
H -6.409 4.261 0.153 -0.058 0.000 0.039 0.408
H -5.690 1.708 -0.423 -0.045 -0.056 -0.006 0.381
H -5.186 2.356 1.134 0.022 0.038 -0.022 0.347

---

No. 2
93
Properties=species:S:1:pos:R:3:forces:R:3:mulliken_charge:R:1 method="wB97M-V/def2-TZVPD" e_above_lowest_ev=0.0000 multiplicity=1 total_charge=-2
Rb -1.303 -0.378 -0.458 0.512 0.437 -0.861 0.038
C 1.944 2.158 2.624 0.055 0.020 0.013 -0.642
C 1.875 0.680 3.011 0.004 -0.058 -0.020 -1.124
N 1.482 -0.185 1.908 -0.037 0.077 0.084 0.806
C 2.485 -1.079 1.369 0.017 -0.063 -0.030 -0.240
C 3.701 -0.372 0.775 -0.038 -0.030 -0.028 -0.886
N 3.342 0.788 -0.013 0.113 0.006 -0.026 0.688
C 4.254 1.018 -1.119 -0.008 -0.051 -0.014 -0.709
C 3.908 2.280 -1.899 -0.006 0.027 0.017 -0.805
C 2.620 2.153 -2.715 -0.042 0.038 -0.060 -0.710
N 1.422 2.044 -1.914 0.010 0.014 -0.026 0.724
C 0.724 3.244 -1.515 0.017 -0.060 -0.006 -0.625
C 0.918 3.590 -0.041 -0.030 0.070 0.003 -0.814
N 0.283 2.610 0.809 -0.028 -0.061 0.061 1.045
C 0.589 2.749 2.224 -0.036 0.022 0.027 -0.049
H 2.654 2.258 1.801 -0.013 0.025 -0.010 0.212
H 2.340 2.720 3.479 -0.011 -0.030 0.022 0.381
H 1.160 0.563 3.835 -0.029 0.013 -0.018 0.488
H 2.853 0.364 3.406 -0.001 0.009 0.010 0.438
H 0.634 -0.689 2.123 0.021 -0.049 -0.063 -0.482
H 2.006 -1.640 0.568 -0.012 0.011 -0.005 -0.103
H 2.859 -1.810 2.115 0.008 0.021 0.009 0.352
H 4.220 -1.135 0.169 0.026 0.019 0.005 0.404
H 4.410 -0.073 1.563 -0.032 0.017 0.025 0.330
H 2.395 0.697 -0.369 -0.051 0.016 0.031 -0.504
H 4.265 0.162 -1.817 0.011 0.016 0.003 0.368
H 5.269 1.111 -0.709 -0.008 0.019 0.011 0.428
H 4.729 2.501 -2.592 -0.001 -0.015 -0.008 0.473
H 3.833 3.126 -1.207 -0.002 -0.009 -0.002 0.217
H 2.698 1.251 -3.329 0.020 0.000 0.015 0.287
H 2.552 3.016 -3.401 0.005 -0.016 -0.010 0.345
H 0.842 1.266 -2.181 -0.078 0.031 -0.006 -0.372
H -0.348 3.129 -1.707 -0.006 -0.002 0.010 -0.084
H 1.053 4.097 -2.129 0.020 -0.009 0.009 0.344
H 0.546 4.619 0.141 0.001 -0.014 0.012 0.406
H 1.988 3.594 0.183 0.008 -0.024 -0.011 0.366
H -0.724 2.599 0.688 0.006 0.022 -0.013 -0.334
H -0.203 2.238 2.773 0.027 0.033 0.006 -0.663
H 0.547 3.809 2.540 0.041 0.011 -0.045 0.425
O -2.254 0.288 6.051 -0.014 0.021 -0.033 -0.505
C -2.728 1.443 5.492 0.081 -0.019 0.045 1.648
C -3.186 2.457 6.333 0.005 -0.019 -0.008 -0.909
C -3.662 3.652 5.821 0.001 0.003 -0.013 -0.477
C -3.676 3.849 4.449 -0.010 0.012 0.014 -1.146
C -3.209 2.843 3.621 -0.014 -0.072 -0.048 -0.313
C -2.730 1.626 4.106 -0.062 0.039 -0.047 0.071
C -2.290 0.639 3.036 -0.069 0.145 0.218 -0.313
O -2.106 1.083 1.898 0.146 -0.125 0.059 0.191
N -2.151 -0.614 3.491 -0.101 -0.113 -0.142 -1.392
N -1.920 -1.540 2.508 -0.044 0.053 0.130 1.432
C -1.167 -2.571 2.745 0.183 -0.026 -0.011 -1.093
C -0.624 -3.509 1.755 -0.121 -0.013 0.027 0.723
C -0.460 -4.849 2.103 0.010 -0.037 -0.047 -0.930
C 0.102 -5.709 1.176 -0.007 -0.002 0.027 -0.430
C 0.507 -5.204 -0.050 0.009 0.032 -0.058 -0.901
C 0.352 -3.845 -0.288 -0.023 0.004 0.022 -0.096
N -0.190 -3.014 0.593 0.085 0.087 0.143 0.672
H -2.342 0.376 7.005 0.013 -0.003 0.005 0.313
H -3.163 2.294 7.407 -0.004 0.008 0.000 0.215
H -4.019 4.421 6.496 -0.002 -0.002 -0.002 0.364
H -4.055 4.768 4.021 0.000 0.003 0.008 0.407
H -3.212 2.960 2.545 -0.002 0.018 0.002 0.500
H -0.822 -2.606 3.768 0.003 0.021 0.000 0.420
H -0.799 -5.205 3.067 -0.003 0.010 0.007 0.500
H 0.223 -6.761 1.407 -0.006 0.000 0.005 0.363
H 0.951 -5.838 -0.806 0.000 -0.013 0.012 0.450
H 0.681 -3.381 -1.212 0.009 -0.009 0.005 0.053
Br -3.604 -2.763 -2.981 -0.011 -0.005 0.006 -0.145
C -2.037 -2.261 -3.936 -0.020 0.021 -0.012 0.090
C -2.090 -2.166 -5.319 -0.003 -0.005 0.024 -0.602
C -0.921 -1.795 -5.963 0.018 0.006 -0.004 -0.370
C 0.219 -1.547 -5.217 -0.001 -0.005 -0.029 -0.848
C 0.152 -1.649 -3.833 -0.017 -0.072 0.023 0.596
N -0.977 -2.007 -3.208 0.073 0.077 0.009 0.161
C 1.390 -1.319 -2.970 -0.054 0.177 -0.035 0.081
O 2.476 -1.345 -3.577 0.018 -0.048 0.009 -0.840
O 1.148 -1.019 -1.780 0.156 -0.105 -0.133 -0.053
H -3.009 -2.365 -5.851 0.001 0.001 0.001 0.403
H -0.907 -1.698 -7.043 0.000 -0.003 0.000 0.386
H 1.163 -1.270 -5.662 0.000 0.001 0.007 0.450
Cl -2.353 1.651 -3.099 -0.113 0.005 0.064 -0.133
C -3.558 2.224 -1.880 0.169 0.106 -0.185 0.888
C -3.960 1.355 -0.909 -0.011 -0.122 -0.048 -1.106
C -4.876 1.865 -0.016 -0.035 0.036 0.131 0.451
Cl -5.486 0.823 1.283 0.040 0.037 -0.081 -0.195
C -5.355 3.171 -0.060 0.037 0.013 -0.045 -0.300
Cl -6.492 3.784 1.108 -0.004 -0.007 0.014 -0.210
C -4.902 4.019 -1.075 0.001 0.031 -0.010 0.435
Cl -5.478 5.654 -1.172 0.003 -0.008 0.003 -0.252
C -3.986 3.544 -2.010 -0.039 -0.039 0.085 -0.316
Cl -3.419 4.599 -3.271 0.010 0.006 -0.016 -0.215
O -2.667 -1.416 1.403 -0.702 -0.477 0.723 0.077
O -2.779 -2.610 0.695 -0.031 -0.103 0.066 -0.670